(1)
{
  "formula": "CH6N3S2",
  "method": "ωB97M-V with the def2-TZVPD basis set",
  "smiles": "N/C(NS)=[NH+]/S",
  "lumo_ev": -3.843,
  "relative_energy_kj_mol": 236.0,
  "total_energy_ha": -1001.99277,
  "charge": 1,
  "fmax_ha_per_bohr": 0.1111,
  "gap_ev": 9.761,
  "species": ["N", "C", "N", "S", "N", "S", "H", "H", "H", "H", "H", "H"],
  "coordinates": [[-1.057, 0.877, -0.346], [-0.264, -0.103, 0.082], [1.156, 0.551, 1.045], [1.231, 2.176, 0.925], [-0.509, -1.363, 0.042], [0.357, -2.633, 0.899], [-0.742, 1.757, -0.484], [-1.897, 0.739, -0.951], [1.012, 0.064, 1.956], [2.081, 1.938, -0.172], [-1.218, -1.848, -0.557], [-0.374, -2.398, 1.941]],
  "atomic_forces_ev_per_a": [[-1.83, -4.53, -1.04], [1.40, 3.48, 2.41], [-3.55, -4.28, -1.29], [1.40, 0.57, -1.35], [-0.32, -2.50, -0.89], [0.65, 0.71, -0.98], [1.92, 3.56, 0.18], [0.95, -0.52, 0.85], [0.11, 0.96, -0.81], [-0.62, 1.31, 1.04], [0.52, 1.44, 0.49], [-0.63, -0.19, 1.38]]
}

=====

(2)
{
  "formula": "C4H4N4S",
  "method": "ωB97M-V with the def2-TZVPD basis set",
  "lumo_ev": -0.404,
  "relative_energy_kj_mol": 427.9,
  "total_energy_ha": -771.81078,
  "fmax_ha_per_bohr": 0.0516,
  "gap_ev": 8.205,
  "species": ["C", "C", "C", "C", "N", "N", "N", "N", "S", "H", "H", "H", "H"],
  "coordinates": [[0.352, 0.100, -1.516], [-0.018, -0.452, 1.217], [-0.755, 0.647, -1.954], [-1.123, -0.801, 0.555], [1.364, -0.433, -1.120], [0.163, 0.569, 2.045], [1.382, 0.975, 2.123], [2.318, 0.519, 1.431], [1.648, -0.886, 0.486], [-0.676, 1.685, -1.845], [-1.485, -0.087, -2.193], [-1.295, -1.785, 0.113], [-1.875, -0.051, 0.657]],
  "atomic_forces_ev_per_a": [[-0.52, 0.03, -0.26], [1.22, -1.37, -1.86], [2.08, -1.46, 0.75], [0.09, -0.73, 0.82], [0.81, 0.14, -0.74], [0.27, 1.63, 1.40], [-1.05, 0.84, 0.11], [0.61, -1.23, -0.48], [-0.56, -0.20, 1.27], [-1.05, 1.50, -0.40], [-1.04, 0.34, -0.51], [0.18, 0.66, -0.23], [-1.03, -0.14, 0.14]]
}

=====

(3)
{
  "formula": "C4H7N5",
  "method": "ωB97M-V with the def2-TZVPD basis set",
  "lumo_ev": 1.052,
  "relative_energy_kj_mol": 367.9,
  "total_energy_ha": -430.32225,
  "fmax_ha_per_bohr": 0.0080,
  "gap_ev": 8.550,
  "species": ["C", "C", "C", "N", "N", "N", "C", "N", "N", "H", "H", "H", "H", "H", "H", "H"],
  "coordinates": [[-0.071, 1.391, -0.655], [0.682, -0.107, 0.440], [-0.432, -1.119, 0.345], [-0.564, 2.518, -1.215], [1.902, -0.516, 0.798], [-0.730, -2.041, 1.357], [-0.865, -0.830, -0.883], [0.384, 1.284, 0.567], [0.033, 0.195, -1.372], [-0.436, 3.399, -0.747], [-0.684, 2.522, -2.213], [2.139, -1.493, 0.726], [2.650, 0.160, 0.812], [-0.698, -1.636, 2.284], [-1.611, -2.518, 1.218], [-1.698, -1.209, -1.462]],
  "atomic_forces_ev_per_a": [[-0.02, -0.24, 0.08], [-0.08, 0.14, -0.31], [-0.08, 0.10, -0.22], [0.06, -0.03, 0.05], [-0.09, 0.04, -0.12], [-0.01, -0.01, 0.03], [0.18, 0.15, 0.34], [-0.06, -0.13, -0.15], [0.13, 0.04, 0.30], [0.00, -0.10, -0.02], [0.02, -0.04, 0.07], [-0.05, 0.07, 0.01], [-0.08, -0.03, 0.00], [-0.02, 0.00, -0.08], [0.05, 0.06, 0.00], [0.03, -0.02, 0.02]]
}

=====

(4)
{
  "formula": "C4H6N2",
  "method": "ωB97M-V with the def2-TZVPD basis set",
  "smiles": "[H]/N=C1\\CC\\C1=N/[H]",
  "lumo_ev": 0.361,
  "relative_energy_kj_mol": 290.8,
  "total_energy_ha": -265.42481,
  "fmax_ha_per_bohr": 0.0665,
  "gap_ev": 9.677,
  "species": ["H", "N", "C", "C", "C", "C", "N", "H", "H", "H", "H", "H"],
  "coordinates": [[0.401, 0.997, -2.746], [0.881, 0.310, -2.241], [0.638, 0.162, -1.029], [-0.447, 0.812, -0.144], [-0.371, -0.342, 0.823], [0.980, -0.958, -0.162], [1.861, -1.829, -0.275], [1.991, -2.551, 0.429], [-0.165, 1.759, 0.155], [-1.388, 0.894, -0.545], [-1.174, -0.939, 0.468], [-0.172, -0.343, 1.955]],
  "atomic_forces_ev_per_a": [[-0.99, 1.48, -0.41], [1.89, -1.80, -0.23], [-1.92, 1.58, -1.51], [2.59, -1.28, 0.43], [2.78, -1.90, 0.59], [-1.46, 0.31, 2.64], [0.37, 0.07, -0.17], [-0.55, 0.24, 0.15], [0.81, 2.02, 1.02], [-2.14, 0.13, -1.38], [-0.78, -1.18, 0.75], [-0.60, 0.34, -1.90]]
}

=====

(5)
{
  "formula": "C7H2Br3O4",
  "method": "ωB97M-V with the def2-TZVPD basis set",
  "lumo_ev": -0.484,
  "relative_energy_kj_mol": 348.4,
  "total_energy_ha": -8290.85339,
  "charge": -1,
  "fmax_ha_per_bohr": 0.0732,
  "gap_ev": 3.665,
  "species": ["C", "C", "C", "C", "C", "C", "C", "O", "O", "O", "O", "Br", "Br", "Br", "H", "H"],
  "coordinates": [[-0.168, 2.045, 0.370], [1.244, 2.074, 0.502], [2.164, 2.213, 1.470], [-1.039, -2.879, -2.323], [-0.708, 0.787, 0.416], [0.040, -1.395, 1.480], [0.013, -0.348, 0.632], [-1.532, -2.880, -1.304], [2.991, 2.694, 2.129], [-0.497, -2.794, -3.313], [-0.989, -1.760, 2.083], [2.502, 1.190, -0.868], [-3.620, -0.173, -2.814], [1.830, -2.336, 1.723], [-0.540, 2.902, -0.100], [-1.689, 0.662, -0.083]],
  "atomic_forces_ev_per_a": [[0.45, -2.02, 0.35], [3.55, -0.74, 0.99], [-1.35, 1.80, -1.32], [-0.15, 0.85, 0.18], [0.12, 2.11, -1.22], [-0.71, -1.62, 2.78], [-1.69, -0.50, -0.42], [-1.46, -0.53, 2.97], [0.10, -0.84, 0.57], [1.57, -0.23, -3.11], [2.59, 0.51, -1.83], [-0.71, 0.14, 0.22], [0.24, 0.05, 0.23], [-1.13, 0.71, -0.25], [-1.39, 0.82, -0.40], [-0.05, -0.51, 0.24]]
}

=====

(6)
{
  "formula": "C33H49FMnN4O3Si2",
  "method": "ωB97M-V with the def2-TZVPD basis set",
  "s2": 4.1720,
  "lumo_ev": [-5.431, -5.344],
  "relative_energy_kj_mol": 0.0,
  "total_energy_ha": -3561.03876,
  "charge": 2,
  "multiplicity": 4,
  "fmax_ha_per_bohr": 0.0310,
  "gap_ev": [7.402, 7.488],
  "species": ["Mn", "C", "Si", "C", "C", "C", "C", "C", "C", "C", "C", "N", "Si", "C", "C", "C", "H", "H", "H", "H", "H", "H", "H", "H", "H", "H", "H", "H", "H", "H", "H", "H", "H", "H", "H", "H", "H", "H", "F", "C", "C", "C", "C", "O", "C", "C", "N", "C", "C", "C", "C", "C", "C", "N", "C", "C", "N", "C", "C", "C", "O", "O", "H", "H", "H", "H", "H", "H", "H", "H", "H", "H", "H", "H", "H", "H", "H", "H", "H", "H", "C", "C", "C", "C", "H", "H", "H", "H", "H", "H", "H", "H", "H"],
  "coordinates": [[2.741, 0.852, -0.116], [3.957, -2.723, 2.293], [3.040, -1.204, 1.733], [3.758, 0.235, 2.681], [1.277, -1.395, 2.306], [3.344, -1.070, -0.170], [4.706, -0.477, -0.349], [5.926, -1.060, -0.686], [7.055, -0.264, -0.713], [6.974, 1.104, -0.438], [5.747, 1.637, -0.144], [4.665, 0.850, -0.094], [2.729, -2.424, -1.341], [1.368, -1.785, -2.457], [2.037, -3.873, -0.402], [4.087, -3.028, -2.452], [4.023, -2.740, 3.387], [4.978, -2.746, 1.898], [3.446, -3.632, 1.977], [3.452, 0.061, 3.718], [3.434, 1.243, 2.416], [4.850, 0.213, 2.638], [1.342, -1.793, 3.325], [0.699, -2.105, 1.708], [0.730, -0.450, 2.353], [5.982, -2.120, -0.885], [8.018, -0.708, -0.938], [7.851, 1.735, -0.447], [5.597, 2.687, 0.071], [0.662, -2.596, -2.667], [1.767, -1.450, -3.419], [0.821, -0.956, -2.012], [1.292, -3.578, 0.344], [2.814, -4.448, 0.104], [1.545, -4.542, -1.117], [4.636, -2.217, -2.939], [3.619, -3.628, -3.240], [4.803, -3.674, -1.935], [-2.967, -2.696, -0.253], [-2.835, -1.383, 0.008], [-1.594, -0.826, -0.042], [-1.420, 0.531, 0.264], [-0.102, 1.132, 0.268], [0.890, 0.414, -0.116], [-0.011, 2.462, 0.696], [-1.167, 3.162, 0.947], [-2.391, 2.644, 0.896], [-3.567, 3.499, 1.019], [-4.374, 3.490, 2.284], [-3.537, 4.681, 1.926], [-2.547, 1.294, 0.597], [-3.813, 0.699, 0.619], [-3.981, -0.641, 0.344], [-5.285, -1.196, 0.408], [-5.931, -1.163, 1.718], [-7.434, -1.283, 1.567], [-7.742, -2.568, 0.837], [-7.053, -2.587, -0.507], [-5.558, -2.443, -0.292], [1.273, 3.226, 0.881], [1.224, 4.348, 1.324], [2.362, 2.577, 0.577], [-0.739, -1.435, -0.303], [-1.084, 4.211, 1.202], [-4.099, 3.596, 0.082], [-4.017, 2.875, 3.101], [-5.450, 3.559, 2.193], [-2.654, 4.855, 2.528], [-4.018, 5.581, 1.573], [-4.682, 1.301, 0.842], [-5.722, -0.226, 2.225], [-5.557, -1.973, 2.365], [-7.828, -0.478, 0.952], [-7.942, -1.298, 2.527], [-8.749, -2.694, 0.733], [-7.402, -3.356, 1.392], [-7.455, -1.753, -1.076], [-7.296, -3.523, -1.004], [-5.088, -2.435, -1.272], [-5.176, -3.321, 0.248], [0.710, 1.744, -3.590], [1.567, 2.376, -2.495], [2.144, 3.724, -2.922], [2.700, 1.440, -2.088], [-0.117, 2.407, -3.855], [0.291, 0.785, -3.272], [1.300, 1.570, -4.495], [0.911, 2.571, -1.648], [2.810, 3.604, -3.782], [2.710, 4.185, -2.109], [1.346, 4.410, -3.211], [3.678, 1.904, -2.183], [2.690, 0.489, -2.618]],
  "atomic_forces_ev_per_a": [[-1.16, 0.91, -0.61], [0.21, -0.09, 0.16], [0.35, -1.07, 0.12], [0.08, 0.22, -0.06], [-0.31, -0.01, -0.13], [0.41, 0.66, 0.43], [0.36, -0.26, 0.16], [0.01, -0.11, 0.06], [0.04, 0.02, 0.00], [0.20, -0.13, -0.05], [-0.35, 0.07, 0.02], [0.54, -0.34, -0.10], [-0.12, 0.16, 0.03], [-0.18, 0.05, -0.12], [-0.12, -0.18, 0.13], [0.22, -0.13, -0.13], [0.01, -0.01, -0.11], [-0.08, -0.02, 0.05], [0.04, 0.00, 0.04], [0.05, 0.03, -0.02], [-0.01, 0.02, 0.06], [-0.05, 0.03, 0.04], [-0.05, 0.01, -0.06], [0.02, 0.11, 0.11], [0.02, -0.06, 0.02], [0.04, 0.05, 0.01], [-0.04, 0.02, -0.01], [-0.01, -0.04, 0.00], [-0.03, 0.00, 0.00], [0.06, 0.07, -0.02], [-0.04, -0.01, 0.05], [-0.04, -0.06, -0.02], [0.06, -0.10, -0.08], [-0.05, 0.01, -0.02], [0.04, 0.04, 0.07], [-0.04, -0.07, 0.00], [0.07, 0.02, 0.04], [-0.03, 0.04, -0.07], [0.17, -0.07, 0.03], [0.04, 0.00, 0.02], [0.12, 0.00, -0.08], [-0.08, -0.03, 0.02], [0.30, -0.23, -0.16], [-0.71, -0.10, 0.21], [-0.10, 0.05, -0.02], [-0.08, 0.14, 0.04], [-0.16, -0.06, -0.07], [0.09, -0.08, 0.06], [-0.05, -0.06, 0.05], [0.09, 0.09, 0.09], [-0.04, 0.05, 0.09], [-0.10, 0.14, -0.02], [-0.14, 0.01, -0.02], [-0.01, -0.02, 0.09], [0.11, -0.07, -0.10], [0.02, -0.11, -0.10], [0.11, 0.15, -0.05], [0.00, 0.03, 0.08], [-0.11, 0.02, 0.01], [0.37, -0.25, 0.08], [0.05, 0.13, -0.07], [0.01, 0.47, 0.21], [0.00, 0.01, 0.02], [0.03, -0.01, -0.04], [0.02, 0.00, -0.05], [0.01, 0.01, -0.04], [0.03, 0.01, 0.00], [-0.04, -0.02, -0.02], [-0.02, -0.02, 0.00], [0.02, -0.02, 0.00], [0.05, 0.05, -0.01], [0.00, 0.00, 0.03], [-0.05, 0.03, -0.01], [-0.01, -0.06, 0.03], [-0.05, 0.03, -0.04], [-0.03, -0.06, 0.04], [-0.03, 0.01, -0.01], [-0.03, -0.05, 0.03], [0.01, 0.00, 0.00], [-0.05, 0.00, -0.02], [-0.03, -0.01, -0.06], [0.04, -0.06, 0.09], [0.02, 0.06, -0.05], [0.06, 0.05, -0.63], [0.04, -0.02, -0.01], [0.03, 0.09, -0.02], [-0.03, 0.00, 0.05], [-0.03, -0.01, 0.09], [-0.04, 0.01, 0.05], [-0.03, -0.03, -0.03], [0.03, -0.01, 0.00], [0.09, 0.04, 0.14], [-0.02, -0.09, 0.13]]
}